C35H73Cl28NO | ωB97M-V/def2-TZVPD

Last columns: bonded neighbours and bond lengths (Å).
CARTESIAN COORDINATES (ANGSTROEM)
1 C 1.7101 -5.6286 -0.4707  C2 1.525, H24 1.084, H25 1.083, H26 1.081
2 C 1.1652 -4.2256 -0.7179  C1 1.525, C3 1.542, H27 1.092, H28 1.086
3 C 1.8481 -3.1224 0.1156  C2 1.542, C4 1.528, H29 1.080, H30 1.086
4 C 1.8414 -3.4242 1.6133  C3 1.528, C5 1.532, H31 1.082, H32 1.086
5 C 2.0876 -2.2297 2.5403  C4 1.532, C6 1.536, H33 1.090, H34 1.084
6 C 1.4008 -0.9209 2.1206  C5 1.536, C7 1.529, H35 1.081, H36 1.088
7 C 2.2877 -0.0704 1.2109  C6 1.529, C8 1.553, H37 1.085, H38 1.081
8 C 2.0281 1.4600 1.2706  C7 1.553, C9 1.521, H39 1.087, H40 1.087
9 C 0.6611 1.8517 1.8100  C8 1.521, C10 1.529, H41 1.089, H42 1.082
10 C -0.4980 1.3772 0.9338  C9 1.529, C11 1.523, H43 1.082, H44 1.084
11 C -1.6087 2.4093 0.7906  C10 1.523, C12 1.534, H45 1.086, H46 1.084
12 C -2.8941 1.6984 0.3500  C11 1.534, C13 1.557, H47 1.086, H48 1.079
13 C -2.8986 1.4212 -1.1825  C12 1.557, C14 1.540, H49 1.087, H50 1.083
14 C -3.0615 -0.0663 -1.5454  C13 1.540, C15 1.540, H51 1.084, H52 1.081
15 C -4.4951 -0.4693 -1.9388  C14 1.540, C16 1.532, H53 1.086, H54 1.090
16 C -5.5511 0.3743 -1.2166  C15 1.532, C17 1.545, H55 1.081, H56 1.084
17 C -6.9012 -0.3645 -1.0851  C16 1.545, C18 1.524, H57 1.081, H58 1.085
18 C -7.4903 -0.3296 0.3197  C17 1.524, C19 1.524, H59 1.084, H60 1.089
19 C -6.8099 -1.2140 1.3579  C18 1.524, N20 1.469, C21 1.519, H61 1.095
20 N -5.5480 -0.6339 1.8354  C19 1.469, H62 1.012, H63 1.011
21 C -6.4727 -2.5956 0.8253  C19 1.519, O22 1.414, H64 1.088, H65 1.090
22 O -7.6425 -3.1482 0.2543  C21 1.414, C23 1.408
23 C -7.7728 -4.5392 0.4290  O22 1.408, H66 1.085, H67 1.085, H68 1.089
24 H 0.8915 -6.3344 -0.5488  C1 1.084
25 H 2.4252 -5.9030 -1.2369  C1 1.083
26 H 2.1452 -5.7641 0.5090  C1 1.081
27 H 0.0891 -4.1293 -0.5595  C2 1.092
28 H 1.3299 -3.9453 -1.7537  C2 1.086
29 H 1.3360 -2.2070 -0.1434  C3 1.080
30 H 2.8797 -3.0831 -0.2204  C3 1.086
31 H 0.9473 -3.9712 1.8805  C4 1.082
32 H 2.6553 -4.1224 1.7831  C4 1.086
33 H 1.6677 -2.5021 3.5086  C5 1.090
34 H 3.1391 -2.0446 2.7279  C5 1.084
35 H 1.1070 -0.4028 3.0223  C6 1.081
36 H 0.4898 -1.1893 1.5896  C6 1.088
37 H 3.3124 -0.2401 1.5253  C7 1.085
38 H 2.2471 -0.3726 0.1742  C7 1.081
39 H 2.0939 1.8284 0.2503  C8 1.087
40 H 2.8150 1.9487 1.8402  C8 1.087
41 H 0.6385 2.9404 1.8420  C9 1.089
42 H 0.5340 1.5479 2.8404  C9 1.082
43 H -0.1789 1.0587 -0.0495  C10 1.082
44 H -0.9481 0.5266 1.4332  C10 1.084
45 H -1.8197 2.8783 1.7474  C11 1.086
46 H -1.3181 3.1711 0.0761  C11 1.084
47 H -3.7743 2.2804 0.6077  C12 1.086
48 H -2.9522 0.7401 0.8432  C12 1.079
49 H -1.9143 1.7129 -1.5406  C13 1.087
50 H -3.6012 2.0624 -1.6992  C13 1.083
51 H -2.7188 -0.7210 -0.7519  C14 1.084
52 H -2.4135 -0.2481 -2.3909  C14 1.081
53 H -4.6441 -1.5148 -1.6859  C15 1.086
54 H -4.6578 -0.3628 -3.0111  C15 1.090
55 H -5.1578 0.6073 -0.2371  C16 1.081
56 H -5.7172 1.3169 -1.7260  C16 1.084
57 H -6.7790 -1.3686 -1.4676  C17 1.081
58 H -7.6061 0.1262 -1.7475  C17 1.085
59 H -8.5460 -0.5686 0.2605  C18 1.084
60 H -7.4249 0.6975 0.6761  C18 1.089
61 H -7.5072 -1.3863 2.1839  C19 1.095
62 H -5.1328 -1.3050 2.4695  N20 1.012
63 H -5.7451 0.2139 2.3495  N20 1.011
64 H -6.0401 -3.2279 1.5983  C21 1.088
65 H -5.7222 -2.4596 0.0466  C21 1.090
66 H -6.8424 -5.0254 0.7018  C23 1.085
67 H -8.1511 -5.0307 -0.4615  C23 1.085
68 H -8.4911 -4.7354 1.2242  C23 1.089
69 C 5.2409 5.0515 1.7787  Cl70 1.767, Cl71 1.767, H72 1.083, H73 1.083
70 Cl 3.9029 4.4786 2.7799  C69 1.767
71 Cl 4.9331 4.7931 0.0585  C69 1.767
72 H 5.3713 6.1134 1.9492  C69 1.083
73 H 6.1387 4.5129 2.0550  C69 1.083
74 C 0.5489 5.8096 -1.7221  Cl75 1.769, Cl76 1.765, H77 1.083, H78 1.083
75 Cl 0.9573 4.8027 -3.1174  C74 1.769
76 Cl 1.3977 5.2946 -0.2625  C74 1.765
77 H 0.8245 6.8341 -1.9408  C74 1.083
78 H -0.5173 5.7369 -1.5470  C74 1.083
79 C 1.5081 0.9697 -3.7856  Cl80 1.768, Cl81 1.764, H82 1.086, H83 1.083
80 Cl 2.7199 2.0085 -3.0244  C79 1.768
81 Cl 1.1694 -0.4731 -2.8285  C79 1.764
82 H 0.5889 1.5378 -3.8974  C79 1.086
83 H 1.8769 0.6604 -4.7563  C79 1.083
84 C -2.7894 -4.8224 0.7341  Cl85 1.766, Cl86 1.770, H87 1.084, H88 1.083
85 Cl -2.0507 -6.1310 -0.1941  C84 1.766
86 Cl -1.6984 -3.4475 0.9591  C84 1.770
87 H -3.6695 -4.4788 0.2032  C84 1.084
88 H -3.0653 -5.2053 1.7091  C84 1.083
89 C 6.1750 7.2438 -2.8097  Cl90 1.770, Cl91 1.764, H92 1.084, H93 1.083
90 Cl 6.0046 8.3757 -4.1601  C89 1.770
91 Cl 6.1890 8.0883 -1.2611  C89 1.764
92 H 5.3390 6.5539 -2.8245  C89 1.084
93 H 7.1088 6.7069 -2.9218  C89 1.083
94 C 5.8753 -1.4195 4.1687  Cl95 1.765, Cl96 1.766, H97 1.084, H98 1.085
95 Cl 4.8907 0.0444 4.2335  C94 1.765
96 Cl 6.8036 -1.5231 2.6698  C94 1.766
97 H 6.5660 -1.4115 5.0043  C94 1.084
98 H 5.2201 -2.2814 4.2329  C94 1.085
99 C 8.5945 1.5092 4.9922  Cl100 1.763, Cl101 1.771, H102 1.083, H103 1.084
100 Cl 7.7851 2.3242 3.6544  C99 1.763
101 Cl 9.6452 0.1991 4.4283  C99 1.771
102 H 9.1989 2.2323 5.5256  C99 1.083
103 H 7.8423 1.0911 5.6511  C99 1.084
104 C 1.3462 -1.3748 6.5636  Cl105 1.766, Cl106 1.765, H107 1.083, H108 1.083
105 Cl 0.9109 -0.0931 5.4289  C104 1.766
106 Cl 3.0570 -1.7825 6.4104  C104 1.765
107 H 1.1498 -1.0346 7.5729  C104 1.083
108 H 0.7576 -2.2569 6.3420  C104 1.083
109 C 4.5487 5.7285 -6.9772  Cl110 1.766, Cl111 1.770, H112 1.083, H113 1.081
110 Cl 3.9557 4.6191 -5.7372  C109 1.766
111 Cl 4.8520 4.8873 -8.5052  C109 1.770
112 H 3.8040 6.4965 -7.1463  C109 1.083
113 H 5.4728 6.1730 -6.6352  C109 1.081
114 C -2.6793 0.4044 -5.7601  Cl115 1.769, Cl116 1.762, H117 1.083, H118 1.083
115 Cl -1.3991 1.3723 -5.0172  C114 1.769
116 Cl -3.1188 -0.9814 -4.7643  C114 1.762
117 H -3.5572 1.0255 -5.8897  C114 1.083
118 H -2.3224 0.0505 -6.7192  C114 1.083
119 C 5.6325 1.4737 -8.9138  Cl120 1.768, Cl121 1.769, H122 1.082, H123 1.083
120 Cl 5.0297 0.3752 -7.6668  C119 1.768
121 Cl 5.9394 0.6283 -10.4369  C119 1.769
122 H 4.8914 2.2431 -9.0853  C119 1.082
123 H 6.5581 1.9173 -8.5688  C119 1.083
124 C -7.7027 2.5784 3.8429  Cl125 1.766, Cl126 1.769, H127 1.083, H128 1.084
125 Cl -8.3022 3.7338 2.6500  C124 1.766
126 Cl -5.9733 2.2646 3.6407  C124 1.769
127 H -7.8669 2.9827 4.8340  C124 1.083
128 H -8.2400 1.6451 3.7231  C124 1.084
129 C -10.2393 -7.1086 -2.2606  Cl130 1.766, Cl131 1.768, H132 1.083, H133 1.083
130 Cl -9.9066 -8.1508 -3.6472  C129 1.766
131 Cl -9.4718 -7.7103 -0.7854  C129 1.768
132 H -9.8561 -6.1172 -2.4709  C129 1.083
133 H -11.3099 -7.0711 -2.1025  C129 1.083
134 C 12.8221 -1.3819 4.8775  Cl135 1.767, Cl136 1.768, H137 1.083, H138 1.082
135 Cl 13.1732 -2.3924 3.4708  C134 1.767
136 Cl 13.5522 -2.0352 6.3496  C134 1.768
137 H 13.2191 -0.3897 4.7019  C134 1.083
138 H 11.7493 -1.3360 5.0138  C134 1.082

Its HOMO-LUMO gap is 0.34772 Eh. The highest occupied orbital energy comes out at -9.143 eV. Its LUMO energy is 0.3 eV. The value obtained for the energy is -391643.7292 eV.